1.
C28H36Br4CaI2N8O2 | ωB97M-V with the def2-TZVPD basis set

Results
orbital gap: 6.63 eV
net charge: 0
lowest unoccupied orbital energy: 0.091 eV
spin multiplicity: 1
electronic energy: -360450.5125 eV
E_HOMO: -6.5 eV

Geometry (Å):
C1 -1.23 1.70 -3.73
C2 2.84 0.21 -3.96
H1 -1.85 2.51 -4.12
C3 -0.27 -2.94 2.35
C4 1.64 0.41 4.42
C5 1.91 -0.67 -4.48
C6 -1.09 0.70 4.70
N1 0.72 -6.43 2.78
H2 -3.37 -0.78 -4.53
H3 0.82 -6.47 3.78
N2 3.25 1.42 0.14
I1 -3.29 1.66 1.06
C7 0.63 -5.00 0.83
N3 -2.07 0.53 -3.56
H4 -4.27 0.60 -2.49
H5 -1.90 -2.64 -1.34
H6 -0.41 1.52 -4.43
H7 2.10 -1.18 -5.42
Br1 3.50 0.19 4.14
H8 1.28 -7.09 2.26
N4 -0.12 -2.73 1.04
H9 2.73 -0.59 -0.14
C8 -2.93 0.20 -4.68
C9 0.47 -5.21 2.21
N5 -2.99 -1.01 -2.08
N6 1.09 1.28 -0.83
C10 -4.70 2.68 -0.16
H10 3.33 1.54 -2.35
H11 0.43 4.66 0.64
H12 -4.68 -0.35 -1.05
C11 0.33 -3.76 0.31
C12 0.47 -0.25 -2.58
C13 0.74 -0.90 -3.78
Br2 2.26 0.90 7.16
C14 1.95 3.11 2.07
H13 -2.33 0.18 -5.60
H14 -3.72 0.94 -4.80
H15 -0.15 -4.24 4.04
N7 1.58 2.94 0.67
H16 4.33 -0.15 -0.74
C15 2.60 0.84 -2.75
C16 -2.82 -2.09 -1.13
C17 0.00 -4.14 2.97
H17 -0.82 2.01 -2.78
H18 2.57 2.29 2.40
H19 -2.80 -1.74 -0.09
H20 4.03 -0.30 1.01
C18 0.84 0.27 3.28
Br3 -1.01 1.23 7.51
C19 1.97 1.85 -0.04
Br4 -2.97 0.84 4.84
O1 1.33 0.00 2.10
O2 -1.34 0.28 2.36
H21 -0.63 -2.10 2.93
C20 -1.88 -0.32 -2.50
H22 4.03 3.34 0.46
H23 -5.01 -1.00 -2.67
H24 4.63 2.10 1.59
C21 3.61 0.02 0.06
H25 0.99 -5.79 0.19
H26 -5.42 1.97 -0.55
H27 0.26 3.63 -0.80
H28 -5.19 3.43 0.44
Ca1 -0.21 -0.33 0.53
H29 3.76 0.42 -4.49
I2 -3.86 3.69 -1.83
H30 1.04 3.10 2.68
C22 1.43 0.61 -2.02
H31 -3.67 -2.78 -1.22
C23 -4.31 -0.41 -2.08
N8 -0.74 -0.51 -1.89
H32 2.46 4.06 2.23
C24 0.36 3.63 0.28
C25 -0.58 0.43 3.43
H33 5.19 2.12 -0.09
H34 -0.01 -1.58 -4.18
C26 4.33 2.30 0.56
H35 0.46 -3.58 -0.75
C27 1.11 0.71 5.68
H36 -0.53 3.17 0.72
C28 -0.26 0.85 5.82

Atomic partial charges in e from the Mulliken method, atoms 1 to 8: number 1, C, carries -1.2287; number 2, C, carries -0.6768; number 3, H, carries 0.3972; number 4, C, carries -0.7751; number 5, C, carries -0.0073; number 6, C, carries -0.9079; number 7, C, carries 0.0961; number 8, N, carries -0.4992

---

2.
C18H10Cl3F6IrN2O5S2 | ωB97M-V with the def2-TZVPD basis set

Results
orbital gap (alpha / beta): 6.41 / 5.70 eV
net charge: 0
lowest unoccupied orbital energy (alpha / beta): 0.158 / -3.115 eV
spin multiplicity: 5
electronic energy: -110422.4421 eV
E_HOMO (alpha / beta): -6.3 / -8.8 eV

Geometry (Å):
C1 5.65 11.50 4.62
N1 11.17 11.24 6.62
F1 7.58 14.80 6.42
H1 11.14 7.36 8.25
H2 9.46 8.44 5.20
O1 8.76 12.25 7.48
H3 14.61 12.95 6.85
C2 12.66 13.06 5.95
Cl1 9.14 14.58 3.39
C3 10.08 7.08 8.24
S1 6.13 10.66 6.26
C4 9.31 7.49 7.14
C5 13.38 11.29 7.43
Ir1 9.38 10.44 6.45
C6 12.73 14.24 5.13
H4 11.89 9.90 8.10
C7 9.58 6.23 9.22
F2 7.69 15.18 8.58
H5 10.99 8.41 6.24
H6 10.23 5.80 9.95
C8 7.44 6.30 8.12
C9 7.09 14.42 7.62
C10 8.20 5.89 9.23
C11 11.68 14.66 4.31
C12 9.89 8.48 6.26
F3 6.11 10.79 3.55
C13 7.97 7.05 7.10
S2 7.34 12.56 7.94
C14 10.48 13.95 4.26
O2 7.21 12.49 9.36
H7 11.85 15.59 3.73
O3 9.29 11.91 4.95
F4 4.32 11.61 4.59
Cl2 14.15 15.12 5.19
Cl3 7.49 5.08 10.56
O4 7.41 9.88 6.06
C15 13.68 12.45 6.72
H8 14.17 10.77 7.95
H9 7.34 7.40 6.29
H10 6.38 6.03 8.05
F5 6.14 12.79 4.62
N2 6.21 11.86 7.18
F6 5.76 14.68 7.63
C16 12.14 10.69 7.41
O5 4.98 9.87 6.52
C17 10.35 12.71 4.97
C18 11.44 12.35 5.83

Atomic partial charges in e from the Mulliken method, atoms 1 to 8: number 1, C, carries 0.6454; number 2, N, carries -0.1622; number 3, F, carries -0.1592; number 4, H, carries 0.2678; number 5, H, carries 0.5142; number 6, O, carries -0.7764; number 7, H, carries 0.4304; number 8, C, carries -0.2192

---

3.
C28H61N5O11P | ωB97M-V with the def2-TZVPD basis set

Results
orbital gap: 5.69 eV
net charge: +1
lowest unoccupied orbital energy: -4.387 eV
spin multiplicity: 1
electronic energy: -69278.1475 eV
E_HOMO: -10.1 eV

Geometry (Å):
C1 -6.14 -1.31 -0.71
H1 -3.56 -1.63 3.14
H2 -2.64 -4.76 0.97
N1 -1.50 -5.29 4.11
C2 -2.69 0.23 -0.57
H3 3.49 -1.18 -4.26
H4 -3.79 -4.09 5.43
C3 -4.93 1.06 -1.37
H5 1.68 1.21 -0.68
C4 4.01 0.75 -3.55
H6 6.91 -2.41 -4.96
H7 -4.75 -5.43 4.75
C5 -1.51 -6.36 5.11
C6 -2.12 -5.64 2.84
H8 -6.68 -2.21 -0.46
C7 3.80 6.79 3.31
H9 0.81 4.64 1.59
H10 0.20 1.38 -1.60
H11 4.91 0.54 -0.40
N2 5.60 -0.93 -4.38
O1 4.01 0.32 -2.20
H12 -2.64 -7.69 6.29
C8 4.25 -0.42 -4.49
H13 5.33 -4.23 -5.32
H14 -2.01 -2.18 0.05
C9 -4.35 -4.99 5.67
P1 -4.24 2.69 -1.80
H15 5.27 1.84 -1.55
H16 3.67 6.23 4.23
H17 -3.48 -7.26 4.82
C10 0.61 1.01 -0.66
H18 0.04 -0.66 0.55
H19 3.02 1.16 -3.77
H20 2.34 6.25 -1.96
H21 4.35 6.17 2.60
H22 6.04 0.24 -1.72
H23 2.54 4.27 1.84
H24 1.34 2.98 1.93
O2 -3.26 -3.52 2.45
C11 1.44 4.65 -0.86
H25 -1.50 -6.38 2.32
C12 -1.41 -2.30 -0.85
O3 -3.95 3.51 -0.63
H26 5.32 -2.40 -1.89
H27 -0.40 -1.21 -2.35
C13 1.60 3.91 1.41
H28 -6.91 1.65 -1.95
C14 4.76 -3.26 -2.26
O4 5.41 -3.90 -3.34
H29 -2.19 2.26 -2.31
O5 -3.57 -5.92 6.40
H30 1.20 4.17 -1.81
H31 1.21 -1.08 -0.68
N3 -8.23 -0.47 -1.40
C15 0.31 -0.48 -0.50
O6 -3.02 2.44 -2.78
H32 -2.04 -1.83 2.26
H33 3.34 5.87 0.75
C16 -2.85 -6.86 5.62
N4 3.05 6.46 -0.01
C17 5.12 0.76 -1.44
H34 1.89 8.17 -0.28
H35 -5.19 4.12 -3.04
H36 3.48 8.53 1.64
H37 -0.95 -5.98 5.97
H38 -3.12 -6.09 2.98
C18 -2.72 -2.31 2.97
O7 -5.39 3.22 -2.76
O8 2.51 7.13 2.84
H39 5.83 -1.05 -3.40
H40 -1.96 -4.48 4.49
H41 4.39 7.69 3.53
H42 -4.22 -2.00 -0.10
C19 -2.28 -4.43 1.96
H43 4.75 1.54 -3.71
H44 0.17 1.60 0.13
C20 5.85 -2.19 -5.08
O9 -2.38 0.67 0.50
C21 -4.16 0.02 -0.84
H45 4.69 -3.98 -1.45
N5 -6.85 -0.29 -1.20
C22 5.07 -3.42 -4.63
C23 -0.82 -1.01 -1.37
O10 1.72 3.59 0.04
H46 -8.62 -0.95 -0.59
H47 4.08 -0.08 -5.52
C24 -6.28 0.87 -1.54
H48 -0.57 -2.94 -0.58
H49 0.52 5.18 -0.54
H50 -5.19 -4.70 6.31
H51 3.74 -2.94 -2.53
C25 2.60 5.61 -1.11
H52 -1.96 -2.84 -1.63
H53 -8.67 0.45 -1.42
H54 3.98 -3.28 -4.71
H55 -0.94 -7.21 4.72
H56 3.46 5.00 -1.42
C26 2.05 7.40 0.48
C27 2.50 8.06 1.76
H57 1.78 8.84 2.02
H58 -2.20 -2.45 3.91
O11 -1.88 -0.02 -1.60
H59 -1.32 -3.93 1.81
H60 5.67 -2.03 -6.14
C28 -4.79 -1.18 -0.51
H61 1.08 6.92 0.68

Atomic partial charges in e from the Mulliken method, atoms 1 to 8: number 1, C, carries -0.4021; number 2, H, carries 0.2252; number 3, H, carries 0.3411; number 4, N, carries -0.3012; number 5, C, carries 0.1939; number 6, H, carries 0.1241; number 7, H, carries 0.1483; number 8, C, carries -0.0894

---

The highest electronic energy belongs to which entry? C28H61N5O11P

---

spin multiplicity of number 3 (C28H61N5O11P)? 1

---

What is the formula in the third record? C28H61N5O11P